Entry 1:
14
Properties=species:S:1:pos:R:3:forces:R:3:mulliken_charge:R:1 method="wB97M-V/def2-TZVPD" e_tot_ev=-10203.3932 total_charge=0 relative_energy_ev=2.546 homo_lumo_gap_ev=8.80
C -0.52410 -0.58806 0.43562 0.892 2.789 -0.579 0.472
C 0.11368 1.59574 1.37120 -1.527 -3.374 -2.226 -0.136
C 0.36963 2.05668 0.03882 0.715 -2.847 3.175 -0.463
C 0.18935 -0.13135 -0.72603 0.388 -0.465 0.539 0.560
H -1.79442 -1.83315 1.42871 1.284 0.167 -2.941 0.303
H -1.45547 -2.15287 -0.43378 0.060 0.479 1.928 0.265
H 0.17914 1.99404 2.39969 -0.028 0.347 -1.198 0.384
H 0.84233 2.89565 -0.37185 -0.032 2.042 0.608 0.388
H 1.14854 -0.50012 -2.39805 -1.050 -1.276 1.408 0.366
H 1.43522 -1.85442 -1.14870 -3.475 3.142 -2.031 0.317
N -1.25439 -1.68815 0.48793 -1.950 -2.586 0.733 -0.468
N -0.43224 0.18749 1.45543 1.135 4.273 1.854 -0.689
N 0.60239 1.07195 -0.87011 -0.863 0.431 -0.570 -0.623
N 0.58033 -1.05343 -1.66889 4.451 -3.121 -0.700 -0.677

Entry 2:
17
Properties=species:S:1:pos:R:3:forces:R:3:mulliken_charge:R:1 method="wB97M-V/def2-TZVPD" e_tot_ev=-8425.2855 total_charge=0 relative_energy_ev=5.955 homo_lumo_gap_ev=8.90
C -1.62081 0.91170 -1.51229 0.060 -0.062 0.101 -0.723
C -0.39840 0.24565 -1.98866 -0.293 0.295 -0.207 -0.303
O 0.71097 0.87659 -0.02892 -0.039 0.042 -0.095 -0.380
C 1.39511 0.35099 1.10030 0.267 0.076 0.381 -0.342
C 0.36051 -0.40456 1.93003 -0.045 0.016 0.211 -0.526
C 0.11659 -1.32596 0.69485 -0.097 -0.110 -0.074 -0.435
C 1.14855 -0.50116 -0.06094 0.264 -0.284 -0.151 -0.210
H -2.18879 0.31664 -0.79062 -0.012 0.035 -0.156 0.207
H -1.56610 1.95682 -1.18798 0.022 -0.088 -0.101 0.258
H -2.19139 0.86583 -2.46177 -0.034 0.034 -0.034 0.353
H 0.27571 1.03983 -2.36346 -0.150 -0.075 -0.093 0.182
H 2.28475 0.88873 1.40626 -0.086 -0.077 0.044 0.436
H -0.48392 0.20692 2.25847 0.127 -0.090 0.022 0.259
H 0.79719 -0.94075 2.77457 -0.080 0.065 -0.044 0.288
H 0.45667 -2.35112 0.86151 -0.036 0.132 0.025 0.283
H -0.88245 -1.34346 0.25319 0.176 0.028 0.060 0.174
H 1.78579 -0.79268 -0.88452 -0.044 0.063 0.110 0.479

Entry 3:
20
Properties=species:S:1:pos:R:3:forces:R:3:mulliken_charge:R:1 method="wB97M-V/def2-TZVPD" e_tot_ev=-84776.9475 total_charge=0 homo_lumo_gap_ev=7.09
C -0.60122 -0.81236 -2.05031 -0.916 -1.802 0.621 -0.033
C -1.63652 -1.22521 -1.11399 1.554 -1.423 -1.149 -0.467
C -1.25521 -2.57093 -0.56838 -0.257 1.157 0.041 -0.727
C 0.01074 -2.99082 -1.18528 0.281 2.945 1.092 -0.837
C 0.44601 -1.82187 -1.98672 -1.288 -0.120 -0.154 -0.428
Sn 0.33273 -1.50847 1.01284 0.534 1.232 -0.983 0.770
N 1.49775 2.85755 0.63754 0.918 -3.274 -1.994 -0.344
C 0.54665 3.48160 1.24400 -1.578 0.088 2.118 -0.261
C 0.00068 1.73530 1.40710 1.750 3.685 -2.363 -0.965
H -1.77986 -3.01011 0.33815 0.400 0.005 -1.696 0.608
H -2.62012 -0.73271 -1.08340 0.605 -0.426 0.429 0.383
H 0.75934 -3.69398 -0.74319 -1.035 0.103 -0.798 0.486
H 1.30667 -1.75976 -2.67270 -0.370 -0.336 0.687 0.364
H -0.76777 -0.05448 -2.89834 0.665 -1.002 1.839 0.338
H -0.99178 1.79231 0.94690 1.055 -0.076 -1.113 0.374
H -0.09130 3.93575 0.44547 -0.462 0.684 1.810 0.259
H 2.46024 3.07229 0.28607 -1.208 -1.618 1.168 0.231
H -0.08080 1.64941 2.44070 1.270 -0.181 1.777 0.470
H 0.90832 3.80654 2.28959 -1.774 0.673 -1.335 0.274
Br 1.55546 -2.15005 3.25396 -0.143 -0.314 0.003 -0.497

Entry 4:
68
Properties=species:S:1:pos:R:3:forces:R:3:mulliken_charge:R:1 method="wB97M-V/def2-TZVPD" e_tot_ev=-112705.5192 total_charge=+2 relative_energy_ev=3.025 homo_lumo_gap_ev=8.84
Ba 0.38963 -0.44060 0.58692 -1.841 -5.178 -5.411 1.228
C 1.00417 -3.77123 3.30011 -0.134 0.189 -0.155 -0.946
C 1.73130 -4.37861 2.11133 0.236 0.216 -0.190 -0.443
S 2.63222 -3.12819 1.12401 -0.310 -0.009 0.121 0.125
C 2.97177 -4.08234 -0.39103 -0.101 0.209 0.193 -0.966
C 1.75719 -4.44978 -1.22441 -0.083 0.314 -0.346 -0.478
S 1.05088 -2.96601 -2.02350 -0.250 -0.002 0.512 -0.082
C -0.58480 -3.56317 -2.57390 0.420 0.029 0.058 -0.547
C -1.48531 -4.21410 -1.54215 -0.252 0.274 0.099 -0.990
S -2.01448 -3.11781 -0.16930 0.540 -0.158 0.237 0.045
C -1.79680 -4.30720 1.21046 -0.259 0.226 -0.239 -0.274
C -1.79470 -3.63544 2.57056 0.223 0.152 -0.124 -0.927
S -0.34949 -2.59682 2.95537 0.041 0.004 0.055 0.078
H 1.70244 -3.19980 3.91321 -0.020 -0.055 0.082 0.474
H 0.58257 -4.56116 3.92182 0.048 0.003 0.050 0.467
H 1.04647 -4.90257 1.45240 0.005 -0.094 0.054 0.065
H 2.47324 -5.08377 2.48766 -0.055 -0.075 -0.012 0.452
H 3.51808 -4.97796 -0.09768 0.044 0.002 -0.054 0.484
H 3.64371 -3.44202 -0.96386 0.111 -0.103 0.007 0.457
H 0.98343 -4.91545 -0.61881 0.034 -0.077 -0.001 0.022
H 2.06074 -5.14174 -2.01009 -0.023 -0.097 0.064 0.469
H -0.40676 -4.27170 -3.38289 -0.114 0.021 -0.055 0.533
H -1.05057 -2.66770 -2.98116 -0.016 -0.059 -0.116 0.333
H -1.02956 -5.09936 -1.10393 -0.033 -0.022 -0.005 0.512
H -2.39595 -4.52693 -2.05247 0.043 -0.109 -0.017 0.498
H -0.87402 -4.85350 1.03985 -0.035 -0.091 0.015 -0.014
H -2.63636 -5.00180 1.17190 0.063 -0.089 0.030 0.457
H -1.86973 -4.38178 3.36119 -0.053 0.019 0.022 0.446
H -2.64372 -2.95632 2.66144 -0.038 -0.058 0.104 0.447
C 2.62438 3.86666 1.74177 -0.260 -0.108 -0.318 -0.654
C 3.37092 2.53275 1.82781 -0.149 0.295 0.131 -0.961
S 2.43446 1.07361 1.33891 1.623 0.743 0.532 0.254
C 1.17411 0.84075 2.61859 0.919 1.091 1.774 -1.988
C -0.08434 1.69915 2.56126 -0.502 0.520 0.256 -0.576
S -0.80643 1.90403 0.90787 -1.246 1.683 0.025 -0.154
C -1.14952 3.66102 0.69467 0.030 0.189 0.220 0.469
C 0.01998 4.62169 0.92310 0.228 -0.356 -0.156 -1.177
S 1.60930 4.05063 0.22712 0.039 0.286 0.148 0.003
H 3.35095 4.67719 1.75768 0.056 -0.045 0.108 0.532
H 1.96731 3.98834 2.60061 0.033 0.026 0.029 0.234
H 3.73020 2.36687 2.84355 0.142 0.031 -0.055 0.421
H 4.22858 2.51883 1.15497 -0.005 -0.075 0.003 0.413
H 1.65060 0.96642 3.59132 -0.041 -0.031 0.008 0.709
H 0.88048 -0.19707 2.56119 0.750 0.095 2.123 0.542
H 0.10376 2.69934 2.94667 0.154 -0.034 -0.016 0.314
H -0.83113 1.24818 3.21844 0.033 0.069 0.060 0.516
H -1.98438 3.92647 1.34340 -0.034 0.038 -0.066 0.637
H -1.49439 3.70965 -0.34060 -0.015 -0.064 0.103 -0.802
H 0.17405 4.81795 1.98217 -0.041 0.072 0.008 0.546
H -0.22375 5.56805 0.44270 -0.068 0.030 0.075 0.500
N 0.96783 0.57369 -3.46661 0.025 0.174 -0.067 -0.352
C -0.22494 1.01602 -3.01796 -0.099 -0.181 0.090 0.632
S -1.22278 -0.08489 -2.18738 -0.020 0.365 0.137 -0.394
N -0.49860 2.29956 -3.27367 0.060 0.062 -0.109 -0.157
C -1.55009 3.16493 -2.84587 -0.127 0.072 0.146 0.526
C -2.85505 2.75810 -2.59088 0.208 -0.098 -0.099 -0.226
C -3.79539 3.69741 -2.19041 -0.014 0.004 0.012 -0.724
C -3.45518 5.03434 -2.05786 -0.021 0.030 0.056 -0.529
C -2.15661 5.43999 -2.33002 -0.021 0.044 -0.030 -0.628
C -1.20835 4.51072 -2.72197 0.124 -0.025 -0.031 -0.511
H 1.13198 -0.41775 -3.42599 0.015 -0.063 -0.064 0.143
H 1.50968 1.10960 -4.12773 0.045 -0.030 0.013 0.201
H 0.22344 2.80660 -3.76742 0.022 -0.035 -0.014 0.241
H -3.13505 1.72877 -2.72460 -0.052 -0.121 0.016 0.433
H -4.81123 3.37790 -2.00073 0.002 -0.015 -0.012 0.428
H -4.19988 5.76093 -1.76300 -0.006 -0.010 0.007 0.435
H -1.88561 6.48399 -2.24707 0.026 0.002 -0.023 0.453
H -0.19487 4.83443 -2.93710 -0.004 -0.011 0.004 0.327

Short version: HOMO level = -8.091, -8.200, -8.073, -13.522 eV, in the order given.